1.
Density functional theory data (ωB97M-V/def2-TZVPD) for C28H46Cl14F10N2NbO5S as an isolated structure in a non-equilibrium geometry.

```
107
Properties=species:S:1:pos:R:3:forces:R:3
C -5.3027 3.3025 0.7170 1.4576 0.4108 -1.1176
C -4.1457 2.8768 -0.3248 1.2479 -0.5597 -1.4959
C -4.2497 3.4711 -1.7557 3.9865 -2.4792 0.2910
C -3.0970 3.1141 -2.7408 -0.2491 -1.4044 3.9551
C -1.9372 2.1871 -2.2505 -1.6126 0.3608 1.2804
C -1.8298 1.5283 -0.8748 -4.1382 2.8178 0.0816
C -0.7807 0.5504 -0.2521 -0.6579 0.6312 0.9597
Nb 0.9872 -0.2168 -1.3882 -0.4945 -3.2262 -2.6650
C 0.4370 -2.4419 -1.0768 0.4059 -0.4726 -0.1848
N 2.7505 -0.9168 -2.3696 -1.0659 0.1517 1.5838
C 2.1182 -0.3409 0.6010 -0.8505 -0.5046 0.7912
C 1.6777 -1.5372 1.5751 1.8429 0.7442 1.4075
O 0.2642 -1.4689 1.9974 0.8781 -1.5576 0.0740
C -0.1255 -2.7070 2.6148 -1.6205 0.5209 0.0963
C -1.5735 -2.4321 3.3062 -0.7227 1.4563 -0.0188
F -2.0775 -1.1319 2.9844 1.0221 -3.2791 0.8386
F -1.4767 -2.4561 4.7295 -0.4377 -0.2292 -2.8649
F -2.5722 -3.3474 2.8957 2.1437 1.7471 1.1715
O 0.0770 -0.1554 -3.2777 -0.0512 -1.1186 2.6185
C -1.1882 -0.8424 -3.3432 -0.6758 0.3836 -1.6577
C -1.1390 -2.0907 -4.4041 -0.5532 0.9801 0.4418
N -2.4221 -2.0406 -5.2107 0.6990 -0.7006 0.9240
C -3.5681 -2.2655 -4.2855 -0.9860 0.7019 -0.4770
C -4.8576 -2.9356 -4.9609 -1.1025 0.6741 1.8872
C -5.9846 -3.0234 -3.7764 0.9359 0.1665 0.7860
O -5.4207 -2.0637 -5.9823 0.5131 -0.1771 0.7241
S 1.9794 2.1506 -1.6334 -0.0255 3.5538 5.3946
O 0.9237 3.2299 -1.4285 1.6857 -1.8411 -2.0408
O 2.9606 2.3542 -0.4650 -1.0438 -0.9950 -3.1322
C 3.0288 2.3913 -3.1632 2.2142 1.4972 0.3383
F 4.2497 1.6686 -2.9716 -2.9943 1.3932 -0.9927
F 3.4286 3.7840 -3.1468 -0.9594 -2.7452 -0.4881
C 2.3182 2.1075 -4.5666 0.8029 -0.2290 -1.6848
F 2.4354 0.7370 -4.9675 -0.6740 3.3909 1.3554
F 0.9885 2.5816 -4.6437 2.9274 -1.4468 0.5468
C 3.1378 2.9277 -5.7183 -0.2868 -0.6399 -2.3445
F 4.5368 2.7957 -5.5973 -3.4319 0.8350 -0.1100
F 2.7989 2.2688 -6.9528 0.8546 1.7113 2.5681
F 2.7033 4.2560 -5.8718 1.5710 -3.0689 0.6392
C -3.0064 1.9234 0.1186 -0.6103 1.5377 -3.3115
H -5.4229 4.4429 0.6000 -0.0357 -1.7364 0.2746
H -4.9068 3.0848 1.7549 -0.9607 0.2791 -1.4458
H -6.2834 2.7843 0.4569 1.2850 0.6224 0.5871
H -5.0778 4.1695 -2.1073 1.1787 -1.1165 0.8028
H -3.0652 3.5098 -3.8133 -0.0532 -0.6175 1.8172
H -1.1034 1.9965 -2.9941 -1.1690 0.2430 1.0629
H -0.3741 1.0547 0.7128 -0.6673 -0.7209 -1.4819
H -1.3581 -0.3710 0.1567 0.8814 1.3669 -0.6175
H 1.4399 -2.9744 -0.8493 -1.7860 0.7478 -0.0927
H 0.0473 -2.9370 -2.0286 0.4749 0.8002 1.1415
H -0.3479 -2.5948 -0.2638 1.1193 0.1165 -0.9047
H 3.5853 -0.9473 -1.7722 -0.2547 -0.1869 -0.7073
H 2.5999 -1.7985 -2.8826 0.3826 0.7564 0.1258
H 3.2407 -0.4645 0.3942 -1.5560 0.3872 0.6038
H 1.8777 0.6297 1.1853 0.8107 -1.4055 -0.9476
H 2.2701 -1.3640 2.5626 -0.9097 -0.4574 -2.0485
H 1.9841 -2.5836 1.2280 -0.7582 1.3650 0.0777
H 0.5518 -3.0503 3.4684 -0.7950 0.2935 -1.4083
H -0.3211 -3.5063 1.8192 0.5226 0.8426 1.1511
H -1.6537 -1.1267 -2.3406 0.8121 0.2462 -1.1101
H -1.9334 -0.0986 -3.8314 1.0680 -1.0618 0.8660
H -0.2144 -1.9709 -5.0742 -1.4143 -0.1963 0.9976
H -1.1446 -3.0983 -3.8699 0.2377 1.4664 -0.7973
H -2.4920 -1.1198 -5.6836 -0.0630 -0.9188 0.6110
H -3.2899 -2.8969 -3.3772 -0.0773 0.7894 -1.2873
H -3.9134 -1.2259 -3.8999 0.2038 -1.6625 -0.1959
H -4.6949 -3.9985 -5.3439 0.0329 1.7901 0.0087
H -6.3371 -4.0924 -3.5912 0.2244 1.5172 -0.3880
H -5.4913 -2.6665 -2.7910 -0.8315 -0.6224 -1.4476
H -6.8565 -2.2965 -3.9527 1.1944 -1.3280 0.0241
H -5.7416 -1.2653 -5.4985 0.4395 -0.9256 -0.5629
H -3.0166 1.5293 1.2114 -0.1589 0.7016 -2.6729
C 3.7588 -1.4366 5.4341 0.1886 -0.0819 0.1163
Cl 4.9687 -1.6427 4.1612 0.0684 0.0438 -0.0660
Cl 2.1237 -1.6764 4.8053 0.0047 0.1110 0.8931
H 3.9453 -2.1655 6.2214 0.0066 0.1132 -0.4752
H 3.8382 -0.4288 5.8383 -0.0493 -0.1300 -0.1781
C -2.8531 2.0667 4.2763 0.4343 0.0297 0.2474
Cl -1.6814 1.8488 2.9692 0.3341 0.2558 0.8546
Cl -4.5100 1.8255 3.7150 -0.0791 -0.2069 0.3842
H -2.6420 1.3415 5.0611 -0.0672 0.0155 -0.2104
H -2.7576 3.0768 4.6722 -0.0707 -0.1163 -0.1740
C 0.5187 6.3213 0.2001 0.2104 -0.3423 -0.2428
Cl 0.3319 7.9902 -0.3567 0.0533 0.1054 -0.0361
Cl -0.5768 5.9694 1.5437 -0.0847 -0.1094 -0.0109
H 0.2955 5.6449 -0.6244 -0.0313 0.0531 0.1747
H 1.5450 6.1718 0.5319 -0.1900 0.0603 -0.0017
C 0.4416 -6.3984 -1.9575 -0.1209 -0.1384 0.1129
Cl -0.3383 -5.4207 -3.2066 -0.0380 -0.2932 -0.0098
Cl 2.0749 -5.8164 -1.6141 0.0314 -0.1365 0.0495
H -0.1518 -6.3459 -1.0459 0.1197 0.1430 -0.1435
H 0.4995 -7.4300 -2.3014 0.0618 0.2095 -0.0357
C 2.0112 -2.6363 8.5305 -0.3300 0.0331 -0.0637
Cl 3.5343 -1.7374 8.5544 -0.0755 0.1185 0.4866
Cl 2.2731 -4.3470 8.8894 -0.0742 0.0065 -0.0155
H 1.3413 -2.2161 9.2789 0.2142 -0.0821 -0.0395
H 1.5631 -2.5465 7.5416 0.1757 -0.0512 0.0891
C 8.5259 -3.2101 4.9325 -0.1335 0.1754 -0.1982
Cl 7.5350 -3.4742 6.3718 -0.0552 0.0419 -0.0045
Cl 10.0491 -4.1022 5.0316 0.0463 0.0245 -0.0846
H 7.9741 -3.5483 4.0568 0.0778 -0.0477 0.2004
H 8.7437 -2.1470 4.8435 0.0094 -0.1850 0.1197
C 1.5499 6.8736 4.3108 -0.0091 0.1338 -0.2797
Cl 0.5859 6.6478 5.7763 -0.1035 0.0614 0.0070
Cl 3.0649 5.9667 4.3963 0.0340 0.0423 -0.0744
H 0.9761 6.5246 3.4532 0.1013 -0.0471 0.2554
H 1.7774 7.9325 4.1970 0.0183 -0.1760 0.1499
```
Positions in Å, forces in eV/Å.

* total charge: -1
* energy: -257864.6220 eV
* strongest force on any atom: 6.46 eV/A
* E_HOMO: -5.72 eV

Mulliken atomic charge list, values in e, 6 entries: C -0.7628; C 0.5256; C -0.6355; C -0.8912; C -0.2417; C 0.8316

***

2.
Density functional theory data (ωB97M-V/def2-TZVPD) for a 7-piece molecular cluster, C28H46FO20S overall.

```
96
Properties=species:S:1:pos:R:3:forces:R:3
C 2.5882 -1.7118 0.0273 -0.1198 0.1466 0.0865
C 1.2995 -0.9208 0.2716 0.0831 0.0562 0.0183
C 1.0923 0.1921 -0.7605 0.0780 0.0228 0.0360
O -0.2342 0.2133 -1.3290 -0.0567 -0.0220 -0.1048
C -0.4341 -0.2340 -2.6090 0.1960 0.0316 -0.0762
S -1.5208 -1.7070 -2.7430 -0.1803 -0.0785 -0.1929
C -0.4168 -3.0828 -2.3621 0.1880 -0.0615 -0.0253
C -1.1566 -4.3697 -1.9680 0.0306 -0.0548 -0.0524
C -1.0298 -4.7434 -0.4830 0.0291 -0.0719 0.0343
O -0.7912 -3.5835 0.3197 -0.2717 0.0450 0.0082
C -2.6475 -1.5929 -1.3394 -0.1269 -0.0322 0.2588
C -3.3765 -0.2494 -1.2327 -0.0685 0.0085 -0.0475
C -2.8224 0.6970 -0.1690 0.0304 -0.0751 0.1612
F -3.7107 0.7244 0.9113 0.0503 -0.0249 0.0038
H 2.8847 -2.2356 0.9375 -0.0006 -0.0557 -0.1138
H 3.3920 -1.0186 -0.2295 0.0448 -0.1638 0.0292
H 2.4873 -2.4508 -0.7737 0.0062 0.0963 0.0085
H 0.4224 -1.5754 0.2851 0.1267 0.0723 -0.0010
H 1.3696 -0.4589 1.2594 -0.0904 -0.0558 -0.0360
H 1.1814 1.1714 -0.2887 0.1480 -0.0655 -0.0300
H 1.8390 0.1387 -1.5619 -0.1362 -0.0460 -0.0187
H -0.9525 0.5134 -3.2188 0.0330 -0.0215 0.1117
H 0.4835 -0.5432 -3.1262 -0.0638 0.0697 0.0079
H 0.2885 -2.7468 -1.6009 -0.0829 -0.0621 -0.0087
H 0.0895 -3.2299 -3.3169 0.0221 0.0397 0.0801
H -2.2043 -4.3321 -2.2756 0.0749 0.0859 0.0144
H -0.7154 -5.1699 -2.5647 -0.1310 0.0008 0.0400
H -0.1988 -5.4430 -0.3545 -0.0225 0.1040 0.0362
H -1.9398 -5.2477 -0.1490 0.0731 -0.0217 -0.0840
H -1.2999 -3.6524 1.1348 0.1625 -0.0989 -0.0165
H -2.1076 -1.8521 -0.4279 0.0526 0.0370 -0.1343
H -3.3559 -2.3949 -1.5599 0.0574 0.0355 0.0596
H -3.4632 0.2422 -2.2066 0.0301 0.0004 0.0865
H -4.4021 -0.4647 -0.9222 0.0357 0.0554 -0.1034
H -2.7349 1.7148 -0.5396 -0.0416 0.0777 -0.0275
H -1.8574 0.3672 0.2203 -0.2044 0.0562 -0.0430
C -4.3161 -4.0618 -7.0897 -0.0539 0.0545 0.0157
C -4.1969 -2.5701 -6.8267 -0.0157 -0.0227 -0.0557
O -3.2691 -2.5363 -5.7238 0.0289 0.0046 0.0117
C -2.5422 -3.6718 -5.7482 0.0409 -0.0289 -0.0539
O -1.5733 -3.8665 -5.0726 -0.0608 0.0843 0.1089
O -3.0461 -4.5483 -6.6220 0.0072 -0.0625 0.0008
H -4.4353 -4.3239 -8.1359 0.0603 0.0066 -0.0096
H -5.1017 -4.5306 -6.4972 -0.0093 0.0011 -0.0095
H -3.7518 -2.0320 -7.6631 -0.0127 -0.0008 -0.0081
H -5.1253 -2.0929 -6.5294 0.0113 -0.0132 0.0570
C 6.7577 -2.1097 1.4687 0.0506 0.0362 0.0630
C 6.4083 -2.0399 2.9460 0.0501 -0.0273 -0.0206
O 5.8216 -0.7322 3.0499 -0.0602 0.0267 0.0527
C 5.3653 -0.3607 1.8382 0.0002 0.0075 -0.0501
O 4.6792 0.5911 1.6286 -0.0427 -0.0656 0.0119
O 5.7861 -1.2223 0.8901 0.0368 -0.0295 -0.0639
H 6.6486 -3.0968 1.0303 -0.0564 0.0080 -0.0074
H 7.7519 -1.7165 1.2568 0.0096 -0.0152 0.0081
H 5.6582 -2.7767 3.2351 0.0085 -0.0143 -0.0038
H 7.2638 -2.1010 3.6121 0.0077 0.0585 -0.0016
C -3.1848 -0.2087 4.4039 -0.0410 0.0076 -0.0679
C -4.0068 1.0591 4.2541 0.0424 0.0361 -0.0874
O -4.7232 1.0988 5.4884 -0.0045 0.0064 0.0364
C -4.0386 0.3852 6.4151 0.0033 -0.0118 -0.0063
O -4.2789 0.3596 7.5734 0.0032 0.0031 -0.0130
O -3.0288 -0.3050 5.8177 0.0069 -0.0294 0.0308
H -2.2050 -0.1570 3.9357 0.0210 0.0237 0.0377
H -3.7215 -1.0903 4.0465 0.0015 0.0020 -0.0139
H -3.3807 1.9506 4.1834 0.0040 -0.0042 -0.0118
H -4.7048 1.0365 3.4228 -0.0531 -0.0130 0.0482
C 1.3996 3.9733 -2.1566 0.0595 -0.0097 0.0546
C 1.0513 4.0897 -0.6827 0.0162 -0.0469 0.0051
O 0.3500 5.3367 -0.6345 -0.0837 0.0317 -0.0971
C -0.1698 5.5810 -1.8616 0.0182 0.0083 -0.0941
O -0.9822 6.4090 -2.1185 0.0442 -0.0597 0.1768
O 0.3520 4.7244 -2.7729 -0.0577 -0.0249 -0.0115
H 1.3813 2.9558 -2.5397 -0.0342 -0.0020 0.0052
H 2.3578 4.4364 -2.3931 -0.0044 0.0070 -0.0067
H 0.3648 3.3078 -0.3481 0.0410 -0.0412 -0.0314
H 1.9202 4.1206 -0.0315 -0.0375 0.1187 0.0416
C -4.3057 5.7958 -1.8234 -0.0038 -0.0594 0.0551
C -3.4553 4.5403 -1.7815 0.1870 0.0730 -0.0959
O -4.4244 3.5007 -1.9474 0.0153 -0.1382 0.0446
C -5.5144 4.0256 -2.5723 0.0527 0.0677 -0.0100
O -6.4082 3.3771 -3.0058 -0.0119 -0.0383 -0.0051
O -5.4136 5.3669 -2.6312 -0.0543 0.0012 0.0183
H -3.8132 6.6420 -2.2902 -0.0153 -0.0281 -0.0683
H -4.6812 6.0772 -0.8390 -0.0027 0.0073 -0.0049
H -2.7559 4.5000 -2.6191 0.0104 0.0353 0.0440
H -2.9245 4.3935 -0.8432 -0.0534 0.0288 0.0218
C 6.5485 0.6790 6.0387 -0.1433 0.0659 0.0410
C 6.7780 2.0492 6.6522 0.0434 -0.0195 -0.0665
O 7.8174 1.7814 7.5978 0.0322 0.0179 0.0180
C 8.4886 0.6723 7.2088 -0.0044 -0.0014 0.0087
O 9.5028 0.2844 7.6822 -0.0055 0.0036 -0.0055
O 7.8282 0.0609 6.1902 0.0191 -0.0500 -0.0425
H 6.2779 0.6970 4.9880 0.0410 0.0210 -0.0076
H 5.8118 0.0992 6.5988 -0.0067 0.0047 -0.0010
H 7.1487 2.7724 5.9238 -0.0194 0.0027 -0.0087
H 5.9143 2.4574 7.1687 0.0187 -0.0334 0.0585
```
Positions in Å, forces in eV/Å.

* total charge: +1
* energy: -84277.7800 eV
* strongest force on any atom: 0.29 eV/A
* E_HOMO: -12.32 eV

Mulliken atomic charge list, values in e, 6 entries: C -1.4834; C 0.2498; C -0.8712; O 0.1635; C -1.0298; S 0.4612

***

Question: The highest energy belongs to which entry?
Answer: C28H46FO20S

***

Question: The lowest E_HOMO belongs to which entry?
Answer: C28H46FO20S

***

Question: What is the E_HOMO in the second record?
Answer: -12.32 eV